Here is a molecular structure, C5H12BeO9 in a non-equilibrium geometry from the OMol25 dataset. Energies are from ωB97M-V/def2-TZVPD.

Geometry (Å):
1 Be -0.033 -0.881 0.215
2 C 0.917 -3.583 0.359
3 O 1.540 -4.030 1.314
4 O 1.404 -2.869 -0.499
5 O -0.248 -3.279 0.518
6 C 0.772 -1.065 3.178
7 O 1.131 -2.046 3.917
8 O 1.402 -0.660 2.208
9 O -0.447 -1.070 2.899
10 C -1.141 2.067 1.415
11 O -1.019 1.342 0.178
12 H -1.399 1.398 2.236
13 H -0.163 2.401 1.759
14 H -1.837 2.896 1.289
15 H -1.251 1.893 -0.574
16 C 1.560 1.897 -0.904
17 O 1.894 0.718 -0.327
18 H 1.342 2.612 -0.110
19 H 2.433 2.374 -1.348
20 H 0.757 1.906 -1.641
21 H 2.848 0.635 -0.260
22 C -2.060 -0.365 -2.538
23 O -0.696 -0.453 -2.289
24 H -2.467 -1.320 -2.869
25 H -2.719 -0.084 -1.716
26 H -2.272 0.344 -3.337
27 H -0.250 -0.779 -3.074

Calculated values
Lowest unoccupied orbital energy in eV: 4.2
Charge: -2
Energy relative to the best compared isomer or geometry (same formula, charge and spin) in kcal/mol: 125.0
Kohn-Sham gap in eV: 2.64

---

Here is a molecular structure, C5H12BrIInO in a non-equilibrium geometry from the OMol25 dataset. Energies are from ωB97M-V/def2-TZVPD.

Geometry (Å):
1 C 1.678 -1.320 0.730
2 C 1.982 -0.187 -0.238
3 C 1.665 1.184 0.361
4 I 2.849 2.657 -0.725
5 In -0.505 1.668 -0.064
6 Br -1.225 3.905 1.076
7 C -1.864 -0.021 0.530
8 C -2.449 -0.641 -0.733
9 O -1.556 -1.555 -1.348
10 H 0.635 -1.608 0.686
11 H 1.950 -1.067 1.749
12 H 2.269 -2.187 0.446
13 H 1.406 -0.318 -1.150
14 H 3.030 -0.226 -0.518
15 H 1.935 1.243 1.404
16 H -0.619 1.897 -1.826
17 H -2.664 0.422 1.117
18 H -1.358 -0.775 1.128
19 H -3.405 -1.120 -0.502
20 H -2.615 0.139 -1.466
21 H -1.138 -2.092 -0.657

Calculated values
Lowest unoccupied orbital energy in eV: 2.8
Charge: -1
Kohn-Sham gap in eV: 7.47

---

Here is a molecular structure, C5H12CaN6O9 in a non-equilibrium geometry from the OMol25 dataset. Energies are from ωB97M-V/def2-TZVPD.

Geometry (Å):
1 Ca -16.432 13.335 27.988
2 C -12.638 11.715 26.932
3 O -11.971 10.987 27.654
4 O -13.755 11.413 26.569
5 O -12.748 12.813 27.441
6 C -17.090 12.183 31.852
7 O -17.426 11.987 32.990
8 O -17.943 12.114 30.952
9 O -15.950 12.469 31.531
10 C -16.562 15.362 23.174
11 O -16.448 15.485 24.380
12 N -17.361 16.215 22.572
13 N -16.055 14.434 22.443
14 H -17.661 16.942 23.205
15 H -17.666 16.203 21.609
16 H -16.331 14.453 21.471
17 H -15.230 14.004 22.836
18 C -20.049 11.244 24.680
19 O -19.579 12.077 25.467
20 N -19.707 11.269 23.429
21 N -21.070 10.469 24.805
22 H -20.170 10.586 22.847
23 H -18.976 11.901 23.136
24 H -21.445 10.345 25.734
25 H -21.372 9.766 24.146
26 C -19.752 17.255 29.696
27 O -18.684 16.675 29.594
28 N -19.963 18.563 29.510
29 N -20.856 16.707 30.006
30 H -19.318 19.100 28.949
31 H -20.868 18.985 29.659
32 H -20.677 15.720 30.129
33 H -21.731 17.203 30.102

Calculated values
Lowest unoccupied orbital energy in eV: 3.4
Charge: -2
Energy relative to the best compared isomer or geometry (same formula, charge and spin) in kcal/mol: 211.7
Kohn-Sham gap in eV: 2.15

---

Here is a molecular structure, C5H12CaNO6PS in a non-equilibrium geometry from the OMol25 dataset. Energies are from ωB97M-V/def2-TZVPD.

Geometry (Å):
1 O 0.690 1.953 2.121
2 P 0.747 2.993 1.099
3 O 1.435 2.482 -0.286
4 C 1.060 1.307 -0.813
5 O 1.490 0.251 -0.397
6 N 0.194 1.457 -1.914
7 C -0.630 0.244 -2.113
8 C -1.776 0.030 -1.121
9 C -1.432 -0.618 0.221
10 C -0.560 -1.844 0.081
11 S 0.309 -2.051 1.613
12 O 0.391 -3.461 2.037
13 O -0.103 -1.173 2.629
14 O 1.925 -1.616 1.279
15 H 1.544 4.082 1.419
16 H -0.506 3.471 0.711
17 H 0.810 1.516 -2.718
18 H 0.021 -0.614 -2.203
19 H -1.097 0.353 -3.076
20 H -2.183 0.993 -0.861
21 H -2.542 -0.502 -1.656
22 H -0.953 0.092 0.870
23 H -2.348 -0.881 0.726
24 H -1.068 -2.773 -0.124
25 H 0.202 -1.729 -0.675
26 H 1.874 -0.664 0.953
27 Ca 2.507 -3.299 2.199

Calculated values
Lowest unoccupied orbital energy in eV: -8.5
Charge: +2
Energy relative to the best compared isomer or geometry (same formula, charge and spin) in kcal/mol: 0.0
Kohn-Sham gap in eV: 8.12

---

Here is a molecular structure, C5H12Cl in a non-equilibrium geometry from the OMol25 dataset. Energies are from ωB97M-V/def2-TZVPD.

Geometry (Å):
1 Cl 0.531 -2.147 2.035
2 H 0.344 -0.906 1.480
3 C 0.086 0.209 0.827
4 C 1.175 1.204 1.188
5 C 0.045 -0.267 -0.582
6 C -0.417 0.871 -1.515
7 C -0.941 -1.455 -0.607
8 H -0.917 0.495 1.210
9 H 1.135 1.426 2.274
10 H 2.200 0.884 0.886
11 H 0.841 2.099 0.644
12 H 1.033 -0.636 -0.909
13 H -1.415 1.243 -1.197
14 H 0.289 1.728 -1.446
15 H -0.481 0.498 -2.553
16 H -1.955 -1.121 -0.402
17 H -0.949 -2.018 -1.541
18 H -0.606 -2.108 0.207

Calculated values
Lowest unoccupied orbital energy (alpha / beta) in eV: 1.0 / -1.4
⟨S²⟩: 0.755
Multiplicity: 2
Charge: 0
Energy relative to the best compared isomer or geometry (same formula, charge and spin) in kcal/mol: 10.7
Kohn-Sham gap (alpha / beta) in eV: 9.76 / 9.05

---

Here is a single C5H12ClP molecule in a non-equilibrium geometry from the OMol25 dataset. Energies are from ωB97M-V/def2-TZVPD.

Geometry (Å):
1 C 0.369 -0.492 -1.565
2 C 1.789 -0.735 0.471
3 C -0.675 -1.137 0.622
4 C -1.507 1.873 -0.042
5 C 0.415 -0.308 -0.048
6 P 0.295 1.564 0.275
7 Cl 0.230 1.587 2.285
8 H -0.611 -0.237 -1.965
9 H 1.113 0.138 -2.049
10 H 0.578 -1.529 -1.822
11 H 1.841 -0.634 1.553
12 H 2.570 -0.115 0.030
13 H 1.988 -1.774 0.214
14 H -0.727 -0.924 1.688
15 H -1.650 -0.949 0.176
16 H -0.452 -2.196 0.499
17 H -1.709 2.915 0.202
18 H -2.140 1.235 0.572
19 H -1.720 1.719 -1.097

Calculated values
Lowest unoccupied orbital energy in eV: 0.9
Charge: 0
Energy relative to the best compared isomer or geometry (same formula, charge and spin) in kcal/mol: 0.0
Kohn-Sham gap in eV: 9.72
SMILES string: CP(Cl)C(C)(C)C

---

no.,electronic energy (hartree)
1,-889.296840
2,-3334.841822
3,-1880.804599
4,-2120.515350
5,-657.817749
6,-999.283484